Formula: C13H40O7
Source: the OMol25 dataset
Level of theory: wB97M-V/def2-TZVPD

```
! RIJCOSX wB97M-V def2-TZVPD def2/J DEFGRID3
* xyz 0 1
C -0.5097 21.7943 5.6265
C -0.7955 21.6288 4.1588
C -2.0919 22.3593 3.8034
O 0.3124 22.0651 3.4027
H -0.3520 22.8385 5.9212
H 0.3142 21.2197 6.0534
H -1.3497 21.5067 6.2667
H -0.9875 20.5556 3.9978
H -2.4511 22.1411 2.7918
H -2.0151 23.4414 3.9061
H -2.8874 21.9678 4.4419
H 0.0695 22.0728 2.4721
C 1.6221 18.5460 6.2298
C 2.3161 18.6484 7.5912
C 1.7992 19.8716 8.3236
O 1.9411 17.4398 8.2812
H 0.5332 18.5283 6.3092
H 1.9470 17.6075 5.7715
H 1.8455 19.2808 5.4526
H 3.3882 18.5934 7.4091
H 0.7664 19.7726 8.6437
H 1.9664 20.6808 7.6022
H 2.3874 20.1560 9.2022
H 2.5646 17.3146 9.0158
C 5.5934 22.7764 7.9028
C 6.3655 21.4822 7.8377
C 5.6170 20.3784 7.0948
O 7.6019 21.7821 7.1571
H 4.5792 22.6728 8.3022
H 5.4378 23.1479 6.8842
H 6.0660 23.5627 8.4879
H 6.6502 21.2073 8.8629
H 5.4127 20.5995 6.0500
H 4.6497 20.2892 7.5998
H 6.1523 19.4330 7.1857
H 8.2630 21.1309 7.4053
C -2.8799 16.5739 6.9923
O -3.2998 17.4163 8.0797
H -1.9659 16.9947 6.5653
H -2.7269 15.5629 7.3672
H -3.6487 16.6368 6.2269
H -2.4983 17.5772 8.5967
C 0.7000 14.7008 6.4587
O 0.7248 13.6680 5.4381
H -0.2859 15.1468 6.5099
H 0.8780 14.1676 7.3931
H 1.4376 15.4359 6.1545
H 1.6256 13.3612 5.3326
C -0.2280 17.0832 10.9234
O -0.6344 17.3370 9.5781
H 0.2702 17.9559 11.3479
H -1.0775 16.8046 11.5411
H 0.4586 16.2322 10.8979
H 0.1481 17.1351 9.0391
C 5.0262 17.7814 10.4135
O 3.6326 17.6341 10.6297
H 5.2254 18.7362 9.9253
H 5.6030 17.7718 11.3390
H 5.3707 17.0168 9.7085
H 3.4411 16.8706 11.1797
*
```

The energy above the lowest of the compared OMol25 structures with the same formula, charge and spin is 42.2 kcal/mol. The structure (SMILES) is CC(C)O.CC(C)O.CC(C)O.CO.CO.CO.CO. For the strongest force on any atom, the calculation gives 1.7 eV Å⁻¹. For the HOMO-LUMO gap, the calculation gives 9.963 eV.